Record 1
Formula: C34H27Cl5CoN2O5PS
Source: the Open Molecules 2025 dataset
Level of theory: ωB97M-V with the def2-TZVPD basis set

```
76
Properties=species:S:1:pos:R:3:lowdin_spin:R:1
Co 1.5979 -0.8426 -2.3081 2.730
Cl 0.2567 0.1508 -4.6275 0.024
C -0.6890 -1.2056 -4.9566 0.003
C -0.8520 -1.5465 -6.2381 0.001
C -1.4517 -2.7610 -6.5405 0.003
C -1.7427 -3.6515 -5.5338 0.000
C -1.6133 -3.3004 -4.1969 0.004
C -1.0742 -1.9973 -3.8769 0.005
P -0.7104 -1.4438 -2.2236 0.028
C -1.1380 -2.7949 -1.0540 0.002
C -2.4117 -2.7893 -0.3801 0.001
C -2.6071 -3.6241 0.6658 0.000
C -1.5811 -4.4621 0.9935 0.001
C -0.2869 -4.5338 0.3756 0.000
C -0.1241 -3.6824 -0.6907 0.002
C -1.8989 -0.0844 -1.7635 0.006
C -1.3636 0.9700 -1.0938 0.004
C -2.1526 2.0423 -0.8186 0.000
C -3.5231 1.9951 -1.0653 0.000
C -4.0665 0.9052 -1.7528 0.000
C -3.2314 -0.1207 -2.1254 0.001
H -0.5961 -0.8109 -6.9939 0.000
H -1.7784 -2.9996 -7.5542 0.000
H -2.2082 -4.6267 -5.6752 0.000
H -1.9416 -3.9574 -3.4058 0.000
H -3.2833 -2.1737 -0.6493 0.000
H -3.6149 -3.5161 1.2167 0.000
H -1.6827 -5.0678 1.9091 0.000
H 0.3787 -5.3005 0.6912 0.000
H 0.7829 -3.7233 -1.2769 0.001
H -0.2821 1.0367 -0.8898 0.003
H -1.7806 2.9925 -0.3643 0.000
H -4.1703 2.8452 -0.8225 0.000
H -5.0964 0.9366 -1.9993 0.000
H -3.5217 -0.9647 -2.7402 0.000
Cl 2.5796 6.5128 0.7966 0.000
C 2.4090 4.9645 1.4335 0.000
C 1.9522 3.9336 0.6480 0.000
C 1.7041 2.7126 1.2662 0.000
C 1.9573 2.5289 2.6099 0.000
C 1.6220 1.2386 3.2815 0.000
C 2.5651 0.1566 3.0891 0.001
N 2.7845 -0.0229 1.6297 0.003
C 3.8864 0.4829 0.9249 0.002
C 3.6873 0.1098 -0.3773 0.004
N 2.4362 -0.5411 -0.4967 0.043
C 2.0035 -0.6468 0.7617 0.011
O 0.3202 0.7231 2.6606 0.014
C -0.8743 1.4662 2.8520 0.002
C -1.6155 1.4211 4.2990 0.110
C -2.3094 0.3005 4.6510 0.290
Cl -2.3154 -1.3269 4.0127 0.160
S -3.0673 0.5012 6.2411 0.015
C -2.2461 2.0086 6.4957 0.285
C -1.5864 2.2951 5.4040 0.117
C 2.4291 3.5806 3.3684 0.000
Cl 2.8418 3.4636 5.0534 0.000
C 2.6059 4.8073 2.7676 0.000
H 1.6777 4.1439 -0.3332 0.000
H 1.2952 1.9252 0.6562 0.000
H 1.5333 1.5004 4.3669 0.000
H 2.2416 -0.7076 3.6879 0.000
H 3.5084 0.5445 3.3524 0.000
H 4.6900 0.9701 1.4312 0.000
H 4.1143 0.5198 -1.2679 0.000
H 1.0605 -1.1128 1.0034 0.000
H -1.4722 0.9925 2.1034 0.000
H -0.5746 2.4959 2.5314 -0.001
H -2.7230 2.6020 7.2906 0.008
H -1.1212 3.4988 5.1912 0.000
H 2.9447 5.5697 3.4853 0.000
O 4.8379 -1.4507 -3.0175 0.003
Cl 3.7611 -1.0956 -3.8588 0.001
O 4.1139 -1.1256 -5.2129 0.008
O 3.1936 0.1755 -3.3960 0.042
O 2.6071 -2.0094 -3.6206 0.060
```

Output
E_LUMO (spin up / spin down) ... -6.68 / -10.32 eV
Frontier orbital gap (spin up / spin down) ... 6.9397 / 3.4272 eV
HOMO (spin up / spin down) ... -13.62 / -13.75 eV
Net charge ... +2
2S+1 ... 5
Relative energy (zero: lowest compared OMol25 entry of this formula, charge and spin) ... 77.06 kcal/mol



Record 2
Formula: C34H27ClF5N7OSe2Zr
Source: the Open Molecules 2025 dataset
Level of theory: ωB97M-V with the def2-TZVPD basis set

```
78
Properties=species:S:1:pos:R:3:mulliken_charge:R:1
Zr -0.1320 -0.9814 -0.8637 0.733
Cl -0.0907 -7.8976 1.6232 -0.162
C -0.0256 -6.6076 0.4749 0.006
C -1.1993 -6.3143 -0.2729 -0.640
C -1.3442 -5.0331 -0.7910 -0.556
C -0.3372 -4.0681 -0.7312 0.257
O -0.5730 -2.8561 -1.2898 0.195
C 0.8809 -4.3964 -0.0757 0.436
C 1.9675 -3.4359 -0.0543 0.193
N 1.8602 -2.1726 -0.4826 0.508
C 2.9217 -1.2568 -0.3589 1.189
C 3.9900 -1.5014 0.5040 -0.735
C 4.9178 -0.4708 0.8089 -1.379
C 4.7755 0.7473 0.1825 -0.635
C 3.6908 1.0341 -0.6701 0.508
C 3.3394 2.3263 -1.0887 -0.376
C 2.2654 2.5336 -1.9200 -0.959
C 1.4568 1.4651 -2.3259 -0.910
N 1.5790 0.2358 -1.6957 0.241
C 2.7468 0.0078 -0.9544 0.533
C 1.0587 -5.7212 0.4345 -0.945
H -1.9481 -7.0933 -0.3273 0.456
H -2.2555 -4.7288 -1.3558 0.435
H 2.9286 -3.7517 0.4477 0.125
H 4.0265 -2.4531 1.0625 0.204
H 5.7741 -0.6099 1.4893 0.405
H 5.4879 1.5746 0.3285 0.406
H 3.9636 3.1248 -0.7656 0.735
H 2.0444 3.4693 -2.3839 0.572
H 0.7076 1.5321 -3.1238 0.764
H 1.9832 -6.0121 0.8701 0.540
Se -1.0818 2.7658 -1.2595 0.232
Se -3.0682 1.6697 -2.3744 0.085
C -2.0728 0.4201 -3.4138 0.046
C -2.3966 0.4061 -4.7923 -0.661
C -1.7173 -0.4203 -5.6982 -0.495
C -0.7673 -1.2695 -5.1540 -0.786
C -0.4493 -1.2193 -3.7959 0.010
N -1.1287 -0.4294 -2.9217 0.267
C -2.0570 2.8361 0.4194 0.145
C -3.1473 3.7294 0.5851 -0.523
C -3.6883 3.8066 1.8288 -0.395
C -3.1675 3.0540 2.8695 -0.822
C -2.0635 2.2553 2.6084 -0.237
N -1.5330 2.1608 1.3957 0.151
H -3.2888 0.9768 -5.0785 0.395
H -1.9759 -0.4432 -6.7656 0.424
H -0.2517 -2.0446 -5.7800 0.407
H 0.2507 -1.9682 -3.4043 0.446
H -3.4592 4.3402 -0.2640 0.439
H -4.5378 4.4540 2.0182 0.431
H -3.5609 3.1688 3.8625 0.493
H -1.5750 1.6289 3.3733 0.321
F -0.3912 -1.9478 1.6202 -0.168
C -0.3367 -0.6540 2.1443 -0.783
F 0.5986 0.0187 1.2725 -0.073
C 0.4479 -0.7732 3.4219 0.826
F 1.6153 -1.4004 3.3813 -0.228
F -0.2934 -1.3733 4.3718 -0.264
F 0.7341 0.5302 3.7796 -0.217
C -4.9610 -2.0142 1.3162 -1.262
C -4.6298 -0.7941 0.4426 -0.387
C -3.3199 -0.8501 -0.1264 0.542
N -2.1749 -0.8119 -0.3618 -0.251
H -5.9646 -1.9532 1.6778 0.391
H -4.3200 -2.0188 2.1972 0.343
H -4.7114 -2.9985 0.8882 0.366
H -4.7752 0.1674 0.9687 0.240
H -5.3533 -0.7734 -0.3949 0.345
N 2.8512 5.4994 2.9724 -0.067
C 2.8712 6.1154 1.7130 -0.501
C 3.3534 5.2104 0.8255 -0.255
N 3.6747 4.0442 1.4951 -0.218
C 3.3762 4.2555 2.7260 -0.269
H 2.5232 5.9401 3.8384 0.220
H 2.4642 7.1378 1.5616 0.364
H 3.5026 5.3253 -0.2452 0.391
H 3.4951 3.5520 3.5601 0.395
```

Output
E_LUMO ... -6.67 eV
Frontier orbital gap ... 5.6882 eV
HOMO ... -12.36 eV
Net charge ... +2
2S+1 ... 1



Record 3
Formula: C34H27F4N8OPb
Source: the Open Molecules 2025 dataset
Level of theory: ωB97M-V with the def2-TZVPD basis set

```
75
Properties=species:S:1:pos:R:3:mulliken_charge:R:1
Pb -0.1736 1.1958 1.5869 1.593
C 3.3340 0.3030 0.7196 -1.339
N 2.1809 0.4226 -0.1957 0.709
C 2.4240 1.4192 -1.2560 -1.416
C 1.2515 2.3236 -1.6015 0.750
C 1.3684 3.2288 -2.6451 -1.071
C 0.3316 4.1136 -2.8859 -0.382
C -0.8015 4.0694 -2.0791 -0.908
C -0.8530 3.1295 -1.0754 -0.484
N 0.1534 2.2630 -0.8398 -0.060
C 1.6930 -0.8349 -0.7082 0.471
C 1.6751 -1.9706 0.2896 -1.286
C 2.4647 -3.0888 0.0921 -0.872
C 2.4558 -4.0768 1.0735 -0.556
C 1.6506 -3.9010 2.1840 -0.789
C 0.8728 -2.7500 2.2746 -0.523
N 0.8838 -1.7955 1.3486 0.362
C 3.1798 0.9116 2.1013 0.724
C 4.3149 0.9526 2.8978 -1.036
C 4.2499 1.5223 4.1561 -0.385
C 3.0427 2.0545 4.5876 -0.935
C 1.9561 1.9798 3.7458 0.287
N 2.0164 1.4079 2.5255 0.163
H 4.1944 0.7918 0.2589 0.885
H 3.6300 -0.7381 0.8361 0.541
H 2.7957 0.9381 -2.1695 0.454
H 3.2222 2.0798 -0.9176 0.740
H 2.2690 3.2522 -3.2453 0.550
H 0.4073 4.8371 -3.6868 0.474
H -1.6244 4.7546 -2.2239 0.482
H -1.7064 3.0703 -0.4119 0.440
H 2.1795 -1.1488 -1.6400 0.749
H -0.0280 0.4641 -1.1672 -0.089
H 3.0846 -3.1868 -0.7906 0.591
H 3.0675 -4.9625 0.9664 0.525
H 1.6115 -4.6405 2.9714 0.503
H 0.2116 -2.5975 3.1192 0.502
H 5.2473 0.5493 2.5230 0.488
H 5.1291 1.5619 4.7849 0.476
H 2.9437 2.5256 5.5547 0.483
H 1.0014 2.4079 4.0223 0.101
C -2.2466 2.4644 3.9559 -1.607
C -1.6277 3.5868 3.1271 1.463
C -2.6367 4.1568 2.1439 -1.639
C -1.0875 4.6917 4.0351 -1.473
O -0.4947 3.0861 2.4005 -0.457
H -3.1096 2.8215 4.5181 0.503
H -1.5214 2.0692 4.6700 0.355
H -2.6003 1.6542 3.3067 0.414
H -3.4796 4.6095 2.6661 0.494
H -3.0347 3.3605 1.5055 0.307
H -2.1717 4.9225 1.5221 0.387
H -1.9017 5.1242 4.6189 0.424
H -0.6278 5.4808 3.4422 0.440
H -0.3479 4.2903 4.7283 0.372
F -3.9574 -3.9063 -1.3123 -0.291
C -3.2521 -3.8376 -2.4200 0.109
C -3.6831 -4.5376 -3.5291 0.347
F -4.7715 -5.2457 -3.4231 -0.257
C -2.9733 -4.4947 -4.7652 0.251
C -1.7917 -3.6922 -4.7961 -0.087
C -1.3854 -3.0065 -3.6823 0.472
F -0.2811 -2.2628 -3.7296 -0.276
C -2.0911 -3.0598 -2.4732 0.070
C -1.6050 -2.3134 -1.3063 0.668
C -0.6177 -1.4418 -1.3127 1.180
N 0.2292 -0.5623 -1.1463 0.266
C -2.1559 -2.4663 0.0188 -0.581
N -2.4998 -2.5306 1.1112 -0.427
F -1.0795 -3.5981 -5.8881 -0.280
C -3.4171 -5.2055 -5.8952 0.954
C -2.7378 -5.1794 -7.1375 -0.109
N -2.2300 -5.1561 -8.1723 -0.407
C -4.5821 -6.0081 -5.8968 -0.113
N -5.5370 -6.6515 -5.9644 -0.385
```

Output
E_LUMO (spin up / spin down) ... -9.40 / -12.41 eV
Frontier orbital gap (spin up / spin down) ... 7.1673 / 2.5661 eV
HOMO (spin up / spin down) ... -16.57 / -14.97 eV
Net charge ... +3
2S+1 ... 1
Relative energy (zero: lowest compared OMol25 entry of this formula, charge and spin) ... 5.93 kcal/mol



Record 4
Formula: C34H27FN2OPPtS5
Source: the Open Molecules 2025 dataset
Level of theory: ωB97M-V with the def2-TZVPD basis set

```
72
Properties=species:S:1:pos:R:3:mulliken_charge:R:1
Pt 1.0311 -0.9672 0.1023 2.325
N -0.6790 -3.4559 0.1733 -0.130
C -0.4268 -3.9536 1.4177 0.085
C -0.6700 -5.2877 1.7121 -0.651
C -0.4577 -5.8205 2.9862 -0.670
C -0.0080 -5.0275 4.0033 -0.927
C 0.2858 -3.6705 3.7442 1.114
C 0.7623 -2.8385 4.7825 -0.776
C 1.0541 -1.5409 4.5144 -1.264
C 0.9151 -1.0849 3.1931 0.082
N 0.4970 -1.8142 2.1863 0.036
C 0.1238 -3.1133 2.4508 0.234
H -1.1623 -4.0761 -0.4564 0.148
H -0.9447 -2.4651 0.0783 0.558
H -1.0635 -5.9190 0.9239 0.416
H -0.6775 -6.8663 3.1641 0.362
H 0.1329 -5.4110 5.0058 0.351
H 0.8878 -3.2571 5.7743 0.375
H 1.4241 -0.8596 5.2676 0.474
H 1.2007 -0.0800 2.9624 0.240
F 1.8384 -0.7186 -1.6612 -0.761
O -1.1081 -0.8245 -0.1673 -1.633
C -1.9055 -0.4876 -1.2216 3.651
C -3.1995 0.0800 -0.6210 -0.758
C -3.4656 0.1758 0.7108 -0.478
C -4.7376 0.7529 0.9864 -0.788
C -5.4152 1.0836 -0.1456 -0.524
S -4.5091 0.7048 -1.5499 -0.058
C -2.2436 -1.7317 -2.0433 -1.115
C -3.3016 -2.5799 -1.8787 -0.355
C -3.1889 -3.7685 -2.6483 -0.833
C -2.0388 -3.8001 -3.3801 -0.636
S -1.0996 -2.3930 -3.1444 0.032
C -1.2495 0.5792 -2.0986 -0.540
C -0.2487 1.4143 -1.7125 -0.370
C 0.1410 2.3327 -2.7246 -0.890
C -0.5883 2.1893 -3.8639 -0.837
S -1.7360 0.9206 -3.7209 -0.069
H -2.7512 -0.1605 1.4471 0.469
H -5.1264 0.9168 1.9822 0.390
H -6.3908 1.5360 -0.2291 0.432
H -4.1227 -2.3569 -1.2118 0.502
H -3.9294 -4.5564 -2.6634 0.376
H -1.7099 -4.5691 -4.0611 0.440
H 0.1773 1.3704 -0.7186 0.617
H 0.9465 3.0491 -2.6110 0.371
H -0.4960 2.7417 -4.7858 0.462
S 4.4379 2.5490 2.2077 -0.551
P 3.2132 1.9157 0.8194 0.956
S 2.9352 -0.1357 1.0746 -0.628
C 1.5840 2.7637 0.8957 0.097
C 0.6135 2.3629 1.8067 0.299
C -0.6122 3.0032 1.8718 -0.576
C -0.8826 4.0757 1.0338 -0.580
C 0.0851 4.5040 0.1398 -0.591
C 1.3087 3.8525 0.0712 -0.359
C 3.7792 2.4238 -0.8356 0.010
C 3.5323 1.6643 -1.9699 -0.324
C 3.9518 2.1297 -3.2134 -0.713
C 4.6180 3.3401 -3.3259 -0.415
C 4.8767 4.0939 -2.1864 -0.525
C 4.4638 3.6352 -0.9462 -0.292
H 0.8106 1.5250 2.4495 0.209
H -1.3671 2.6545 2.5654 0.393
H -1.8466 4.5669 1.0741 0.375
H -0.1188 5.3326 -0.5272 0.376
H 2.0440 4.1810 -0.6511 0.346
H 3.0216 0.7092 -1.9022 0.473
H 3.7523 1.5289 -4.0922 0.459
H 4.9461 3.6939 -4.2962 0.382
H 5.4068 5.0354 -2.2637 0.381
H 4.6800 4.2028 -0.0498 0.319
```

Output
E_LUMO ... 2.23 eV
Frontier orbital gap ... 7.2743 eV
HOMO ... -5.04 eV
Net charge ... -1
2S+1 ... 1
Relative energy (zero: lowest compared OMol25 entry of this formula, charge and spin) ... 17.85 kcal/mol